The following is a quantum chemistry calculation of an isolated molecule of C4H9NO2, from the OMol25 dataset.

For the total energy, the calculation gives -9878.6291 eV. The SMILES is CNCC(=O)OC. As for the energy relative to the best compared isomer or geometry (same formula, charge and spin): 1.432 eV. The HOMO-LUMO gap is 10.00 eV. The value obtained for the LUMO energy is 0.92 eV.

```
! wB97M-V def2-TZVPD RIJCOSX def2/J DEFGRID3
* xyz 0 1
O 0.8017 0.3655 -0.9653
O -1.2686 1.1521 -0.8297
N 1.0750 -0.4475 1.5105
C 0.8206 -1.8719 1.3199
C -1.1223 1.3052 -2.2615
C -0.1641 0.6319 -0.2805
C -0.0637 0.4103 1.2501
H -2.0785 1.6444 -2.6560
H 0.7350 -2.1754 0.2643
H -0.9572 0.0009 1.7352
H 1.7331 -0.1812 0.7825
H -0.3365 2.0310 -2.4858
H -0.8361 0.3522 -2.7125
H -0.1031 -2.1595 1.8323
H 1.6394 -2.4433 1.7724
H 0.1252 1.3853 1.7242
*
```

***

The following is a quantum chemistry calculation of an isolated molecule of C6H10FN at a distorted geometry, from the OMol25 dataset.

For the total energy, the calculation gives -10590.2419 eV. The SMILES is NC1(/C=C\F)CCC1. As for the energy relative to the best compared isomer or geometry (same formula, charge and spin): 0.828 eV. The HOMO-LUMO gap is 10.00 eV. The value obtained for the LUMO energy is 1.00 eV.

```
! wB97M-V def2-TZVPD RIJCOSX def2/J DEFGRID3
* xyz 0 1
F 2.6297 0.8891 0.2882
N 0.0923 -0.4801 1.5516
C 1.2150 -0.7737 -0.5805
C 0.0268 -0.2490 0.1119
C -1.8725 0.7417 -0.1276
C -0.3988 1.2100 -0.1517
C 2.4202 -0.2068 -0.4781
C -1.3467 -0.6956 -0.3989
H -0.1054 1.9719 0.5841
H -1.8929 -1.4653 0.1601
H -2.5193 1.1501 -0.8814
H 0.2361 -1.4755 1.8354
H -0.0626 1.5755 -1.1469
H 1.0841 -1.6384 -1.2252
H -2.3259 0.8760 0.8697
H 0.8674 0.0156 1.9922
H -1.3711 -0.9537 -1.4466
H 3.3237 -0.4919 -0.9564
*
```

***

The following is a quantum chemistry calculation of the ion C3H6N3 with charge +1 at a distorted geometry, from the OMol25 dataset.

For the total energy, the calculation gives -7664.7905 eV. As for the energy relative to the best compared isomer or geometry (same formula, charge and spin): 2.361 eV. The HOMO-LUMO gap (alpha / beta) is 8.33 / 7.05 eV. The value obtained for the LUMO energy (alpha / beta) is -3.53 / -8.08 eV.

```
! wB97M-V def2-TZVPD RIJCOSX def2/J DEFGRID3
* xyz 1 3
N -0.9447 -0.9919 0.1900
N -0.8235 0.3608 0.2309
N 1.5801 -1.1524 0.1474
C 1.5554 0.0957 0.1531
C 0.3242 0.9298 -0.3303
C -0.0295 -1.7588 -0.2563
H 0.6175 2.0021 -0.2184
H -0.1564 -2.7488 -0.5155
H 0.3727 0.9207 -1.3625
H -1.3910 0.7766 0.9540
H 2.4289 0.7386 0.5127
H -1.9543 -1.1995 0.3616
*
```

***

The following is a quantum chemistry calculation of a structure of composition C4H9AsO2 at a distorted geometry, from the OMol25 dataset.

For the total energy, the calculation gives -69220.6232 eV. The HOMO-LUMO gap is 5.13 eV. The value obtained for the LUMO energy is 6.55 eV.

```
! wB97M-V def2-TZVPD RIJCOSX def2/J DEFGRID3
* xyz -2 1
As -0.9851 0.2191 -0.0007
O -2.2581 2.6878 -0.9751
O -2.8748 2.1038 1.0611
C 1.6486 -0.9783 0.5016
C 0.3139 -1.4214 -0.1129
C 2.4933 -0.2767 -0.2779
C -2.1974 1.8836 0.0251
H -0.6257 0.5075 -1.5218
H -2.2209 -0.6997 -0.3769
H 2.2297 -0.1297 -1.3396
H 0.4444 -1.7202 -1.1752
H -1.2434 -0.0786 1.5270
H 0.2119 1.1658 0.4569
H 3.3918 0.1783 0.1764
H 1.8518 -1.2093 1.5645
H -0.1800 -2.2321 0.4674
*
```

***

The following is a quantum chemistry calculation of a cluster of 2 separate species, C3H4N2O3 in total at a distorted geometry, from the OMol25 dataset.

For the total energy, the calculation gives -12293.6011 eV. As for the energy relative to the best compared isomer or geometry (same formula, charge and spin): 5.394 eV. The HOMO-LUMO gap is 7.66 eV. The value obtained for the LUMO energy is -0.38 eV.

```
! wB97M-V def2-TZVPD RIJCOSX def2/J DEFGRID3
* xyz 0 1
O 0.2119 -1.7649 0.1911
O -2.3235 -0.4892 -0.0440
O 2.3442 -0.0582 -0.0873
N 0.0957 -0.5113 -0.2388
N -0.9305 1.5516 0.0776
C -1.1673 0.2375 0.0147
C 1.0468 0.3723 0.0257
C 0.4333 1.5951 0.0342
H 0.7488 -2.0644 -0.5849
H 0.8973 2.5199 0.0205
H -1.8590 -1.3470 0.0821
H 2.3192 -1.1219 0.6838
*
```

***

The following is a quantum chemistry calculation of a structure of composition C32H45BF6KN7O5S2 at a distorted geometry, from the OMol25 dataset.

For the total energy, the calculation gives -109565.6558 eV. As for the energy relative to the best compared isomer or geometry (same formula, charge and spin): 1.088 eV. The HOMO-LUMO gap is 6.02 eV. The value obtained for the LUMO energy is 4.16 eV.

```
! wB97M-V def2-TZVPD RIJCOSX def2/J DEFGRID3
* xyz -2 1
K 0.0529 0.6188 -0.2239
S -0.4875 2.8941 -2.6882
S 2.0011 2.2626 -2.1114
F -1.3587 2.5923 -5.1455
F -1.6901 0.8475 -3.9179
F 4.5836 2.2300 -2.4280
F 3.5597 0.8427 -3.7275
F -2.8885 2.6142 -3.6113
F 3.5318 2.9587 -4.1702
O 1.9885 1.0638 -1.3206
O -0.9319 -0.9575 -1.5686
O -0.6841 4.3018 -2.8791
O 2.2301 3.5028 -1.4267
O -0.8410 2.3343 -1.4070
N -0.5366 2.3012 2.4444
N 2.2219 0.7278 2.3317
N -0.3417 1.9429 3.7248
N 1.8845 0.7092 3.6338
N 0.8904 2.3423 -3.2334
N -0.2740 -0.6296 3.7678
N -0.1800 -1.2061 2.5585
C -0.2345 4.9188 0.6624
C 0.8585 -1.1887 -4.2650
C -2.7646 -2.3892 -1.9648
C -1.3752 3.8911 3.7956
C 4.0886 0.7502 3.5945
C -4.1747 -0.3250 -1.9680
C -4.7551 -2.1832 -0.3805
C 4.2870 0.7163 0.9815
C 0.5413 -3.5544 0.9125
C -0.6193 -2.8234 -3.0482
C 3.4967 2.0576 -3.1867
C -2.6347 5.1848 1.3706
C 2.9818 0.7227 4.4131
C -1.5700 -4.6013 1.7791
C -3.2932 -3.4986 -2.6002
C -1.3532 -2.5486 3.9271
C -1.6654 2.1647 -3.9143
C -1.3935 -2.0051 -2.1567
C -1.1589 3.4750 2.4660
C -3.6206 -1.4713 -1.1151
C 4.1853 -0.6727 0.3441
C -1.1954 -3.9334 -3.6476
C -2.5215 -4.2961 -3.4389
C 1.7219 -2.3173 -2.1989
C -0.8338 2.8779 4.5578
C 5.7467 1.1293 1.1439
C -0.8665 -3.2898 1.4462
C 0.8102 -2.4614 -3.4169
C -0.9758 -1.4117 4.6101
C -0.8188 -2.3684 2.6339
C -1.4800 4.2025 1.1933
C 3.5521 0.7414 2.2898
B 0.4372 0.6827 4.1645
H 1.8491 -3.2761 -1.6923
H 5.1228 0.7664 3.8972
H -0.7704 2.7635 5.6275
H 1.8693 -1.0110 -4.6434
H 2.7054 -1.9313 -2.4807
H -4.8123 -0.7217 -2.7640
H 0.5633 -0.3308 -3.6650
H -2.3629 5.9866 2.0630
H 0.4891 0.7101 5.3734
H -5.5221 -2.5302 -1.0796
H 0.0817 5.6987 1.3618
H -1.0392 -5.1317 2.5759
H -3.3523 0.2256 -2.4259
H 5.8293 2.1080 1.6213
H 3.7947 1.4257 0.3182
H -3.5240 4.6844 1.7598
H 0.1740 -1.2652 -5.1133
H -1.4227 -2.7878 0.6506
H -2.8878 5.6404 0.4109
H 4.7097 -0.7029 -0.6152
H 1.1473 -4.0623 1.6693
H 0.4951 -4.1747 0.0147
H 1.1978 -3.2806 -4.0363
H -1.5995 -5.2430 0.8959
H 6.2899 0.4031 1.7559
H -4.3354 -3.7625 -2.4428
H -0.4313 5.3716 -0.3121
H -4.3822 -3.0453 0.1697
H -1.9261 -3.3773 4.3095
H 4.6219 -1.4258 1.0065
H -5.2357 -1.5030 0.3275
H 1.2520 -1.6229 -1.5070
H -0.5830 -4.5306 -4.3199
H -1.1440 -1.1146 5.6325
H 6.2348 1.1830 0.1683
H 3.1429 -0.9274 0.1709
H -1.8552 4.7896 4.1473
H 0.5868 4.2134 0.5394
H -2.9523 -1.0213 -0.3769
H 1.0253 -2.6122 0.6635
H -2.9484 -5.1627 -3.9307
H -1.7703 3.4576 0.4509
H -2.5956 -4.4330 2.1119
H 2.9024 0.7203 5.4879
H -4.7648 0.3703 -1.3625
*
```